# 1
The following is a quantum chemistry calculation of a single C3H7N3O molecule, from OMol25.

For the relative energy (zero: lowest compared OMol25 entry of this formula, charge and spin), the calculation gives 26.23 kJ/mol. The calculation puts the HOMO-LUMO gap at 10.45 eV. The structure (SMILES) is [H]/N=C(/C)NC(N)=O.

Each line ends with the natural charge from an NBO analysis.
Element x y z (Å)
C: 2.17324 -0.25722 0.16813  -0.666
N: -0.00895 0.79685 -0.05699  -0.655
C: -1.34677 0.83192 0.26553  0.783
C: 0.67848 -0.39845 0.05747  0.433
N: -2.12297 -0.13083 -0.33403  -0.852
N: 0.17831 -1.58095 -0.10431  -0.697
O: -1.85567 1.78315 0.84828  -0.613
H: 0.46327 1.62788 0.27697  0.414
H: -3.11819 0.02091 -0.21265  0.410
H: -1.86404 -0.40324 -1.27750  0.398
H: -0.83707 -1.60596 -0.22127  0.355
H: 2.51675 -0.74987 1.08208  0.244
H: 2.65637 -0.72344 -0.69580  0.245
H: 2.48723 0.78924 0.20410  0.202



# 2
The following is a quantum chemistry calculation of a molecular structure, C29H37F6GeN4O7S2SeTi, from OMol25.

The net charge is +3. For the relative energy (zero: lowest compared OMol25 entry of this formula, charge and spin), the calculation gives 15.26 kJ/mol. The calculation puts the HOMO-LUMO gap at 5.58 eV.

Each line ends with the Mulliken charge.
Element x y z (Å)
Ti: 0.66404 0.21125 1.12992  0.313
C: 0.85388 2.41070 4.86186  -1.474
C: 0.89786 1.11905 4.12747  0.566
O: 0.81561 1.10229 2.85876  0.151
N: 1.05737 -0.01071 4.77781  0.014
C: 1.24319 -1.29941 4.10282  -1.147
C: -0.02565 -1.80195 3.45448  0.584
C: -0.78150 -2.76772 4.09080  -0.865
C: -1.96422 -3.21113 3.51765  -0.911
C: -2.35840 -2.67361 2.30419  -1.060
C: -1.54797 -1.73216 1.70467  -0.619
N: -0.40096 -1.29208 2.25531  1.279
H: 1.85402 2.85094 4.82845  0.344
H: 0.56758 2.28220 5.90348  0.494
H: 0.17478 3.09965 4.36512  0.270
H: 1.11354 0.02212 5.78635  0.330
H: 1.56452 -2.01223 4.85741  0.787
H: 2.04961 -1.20570 3.37983  -0.277
H: -0.44388 -3.17138 5.03585  0.582
H: -2.56252 -3.96697 4.00961  0.490
H: -3.26952 -2.98947 1.81620  0.573
H: -1.80538 -1.32185 0.73652  0.540
F: 6.20286 -0.76162 0.62176  -0.147
C: 5.14373 -0.80254 1.38543  0.563
F: 5.24640 0.03814 2.39728  -0.169
F: 4.91222 -2.02649 1.82464  -0.168
S: 3.66507 -0.31068 0.37212  1.117
O: 3.47120 -1.20697 -0.71372  -0.596
O: 2.55464 -0.35832 1.40744  -0.236
N: 3.99284 1.16564 0.00260  -0.504
S: 2.90515 2.26462 -0.21211  1.215
O: 2.98085 2.94934 -1.44545  -0.583
O: 1.54907 1.70481 0.09328  -0.533
C: 3.19284 3.46137 1.17309  0.647
F: 3.25326 2.76434 2.30956  -0.193
F: 2.16626 4.29034 1.21964  -0.191
F: 4.31378 4.09991 0.96797  -0.166
C: -4.81413 0.18645 1.92298  -1.013
Ge: -3.82099 1.35070 3.12977  0.605
C: -4.99570 2.66862 3.93183  -1.194
C: -2.82829 0.35514 4.48817  -0.747
C: -2.44399 2.47590 2.20880  -0.819
Se: -1.29902 1.98925 0.71169  0.296
C: -2.55269 1.22570 -0.56016  -0.794
H: -5.59843 -0.30139 2.50345  0.393
H: -4.21422 -0.59459 1.45886  0.148
H: -5.29925 0.77096 1.14104  0.368
H: -5.73506 2.17074 4.55944  0.391
H: -5.52815 3.23054 3.16476  0.389
H: -4.44111 3.37018 4.55464  0.383
H: -3.43893 -0.44083 4.91527  0.400
H: -2.54646 1.02711 5.30062  0.425
H: -1.92416 -0.09067 4.07353  -0.174
H: -1.73671 2.80616 2.97322  -0.012
H: -2.92489 3.38407 1.83962  0.624
H: -3.06975 0.36394 -0.15591  0.195
H: -1.98053 0.96570 -1.44809  0.144
H: -3.27083 2.00292 -0.81177  0.478
C: 2.85978 1.57315 -7.49573  -0.931
O: 2.17973 1.04801 -6.34009  -0.404
C: 1.07094 0.31497 -6.53898  0.963
C: 0.53944 -0.05562 -7.77065  -0.512
C: -0.62994 -0.79552 -7.81081  -0.768
C: -1.30102 -1.16673 -6.64626  -0.903
C: -0.78270 -0.80750 -5.42022  -0.064
C: 0.40930 -0.09415 -5.37486  -0.234
N: 0.97843 0.37548 -4.15502  0.174
C: 1.04930 -0.15987 -2.98341  -0.450
C: 0.72245 -1.51450 -2.58403  0.870
C: 0.80570 -2.59950 -3.46445  -0.771
C: 0.67381 -3.89643 -3.00618  -1.048
C: 0.45255 -4.13597 -1.65656  -0.980
C: 0.37331 -3.08138 -0.75758  -0.265
C: 0.51119 -1.78691 -1.22068  0.029
O: 0.47292 -0.75063 -0.32421  0.725
H: 2.18895 2.20466 -8.07689  0.413
H: 3.24542 0.75811 -8.10663  0.396
H: 3.68281 2.16323 -7.10901  0.251
H: 1.02877 0.23193 -8.68916  0.464
H: -1.03611 -1.07872 -8.77251  0.420
H: -2.22844 -1.71781 -6.70411  0.431
H: -1.29925 -1.06728 -4.50510  0.483
H: 1.43886 1.27908 -4.26409  0.444
H: 1.45979 0.49453 -2.22312  0.591
H: 1.00395 -2.42455 -4.51251  0.671
H: 0.75725 -4.72200 -3.69878  0.478
H: 0.35513 -5.15143 -1.29649  0.492
H: 0.23480 -3.26697 0.29820  0.527



# 3
The following is a quantum chemistry calculation of 2 unconnected molecules or ions with the total composition C6H12NO2, from OMol25.

For the relative energy (zero: lowest compared OMol25 entry of this formula, charge and spin), the calculation gives 2.73 kJ/mol. As for the spin multiplicity: 2. The calculation puts the HOMO-LUMO gap (alpha / beta) at 10.01 / 7.56 eV.

Each line ends with the natural charge from an NBO analysis.
Element x y z (Å)
C: 1.54645 0.39697 0.90933  -0.136
O: 2.06363 0.72381 2.08788  -0.282
C: 0.71200 1.47028 0.22320  -0.429
C: -0.27649 0.96442 -0.87583  -0.449
C: -1.34941 -0.00561 -0.47503  0.138
C: -1.35120 -1.12468 -1.22078  -0.469
C: -1.91881 0.26455 1.75258  -0.021
N: -2.27440 0.34409 0.54113  -0.389
H: 2.40108 0.03317 0.28662  0.186
H: 0.85130 -0.50194 1.09797  0.224
H: 1.34305 2.28670 -0.16157  0.222
H: 0.05431 1.88787 1.00482  0.209
H: 0.33085 0.60695 -1.74150  0.224
H: -0.62332 1.94196 -1.24815  0.227
H: -0.74917 -1.27712 -2.08827  0.213
H: -2.00698 -1.97299 -1.02826  0.203
H: -2.67110 0.51025 2.49227  0.178
H: -0.99240 -0.16999 2.15323  0.154
H: 2.33437 -1.82565 -1.05085  0.463
H: 0.86861 -2.21075 -1.10013  0.473
O: 1.70763 -2.34230 -1.55867  -0.936



# 4
The following is a quantum chemistry calculation of a molecular structure, C2H29NO14, from OMol25.

The calculation puts the HOMO-LUMO gap at 9.28 eV.

Each line ends with the natural charge from an NBO analysis.
Element x y z (Å)
O: 1.66654 2.01718 -1.29602  -0.654
C: 1.03219 1.62110 -0.33300  0.754
O: 1.17576 2.17701 0.85423  -0.796
C: 0.13042 0.40273 -0.37629  -0.350
N: 0.82551 -0.87815 -0.25447  -0.840
H: 0.15679 2.34972 1.45452  0.519
H: -0.61301 0.46327 0.41566  0.209
H: -0.40502 0.42755 -1.32654  0.197
H: 1.46921 -0.99725 -1.02516  0.363
H: 1.31420 -0.93028 0.63064  0.374
H: 0.99505 -0.15337 -3.34636  0.493
H: 1.86618 -1.40392 -3.21751  0.504
O: 1.00215 -1.11508 -3.53894  -0.968
H: -0.71157 -1.39384 -3.42909  0.520
H: -1.76896 -2.56880 -3.46513  0.487
O: -1.66864 -1.62026 -3.36254  -0.986
H: -3.28105 0.65940 1.50518  0.507
H: -3.17075 0.94201 0.00495  0.499
O: -3.11650 1.39104 0.86432  -0.998
H: 3.26304 2.46427 -1.22698  0.503
H: 2.76552 1.94241 0.09247  0.484
O: 3.53316 1.88483 -0.50073  -0.958
H: -4.24762 -0.71493 -1.99472  0.487
H: -2.69163 -0.95833 -2.22940  0.520
O: -3.38740 -0.66988 -1.56558  -1.011
H: -0.02329 0.03241 3.25256  0.510
H: -1.58819 -0.13966 3.26389  0.504
O: -0.85418 0.40271 3.61437  -0.998
H: -3.63860 -1.31045 2.92935  0.488
H: -2.82706 -1.48745 1.64132  0.518
O: -2.98612 -0.83767 2.39983  -1.010
H: -1.72989 2.24833 1.54139  0.529
H: -0.87537 1.82128 2.81760  0.524
O: -0.94068 2.51408 2.08425  -0.933
H: -1.64221 -2.30150 0.06743  0.494
H: -3.01910 -1.89598 -0.42366  0.504
O: -2.58828 -2.43699 0.28779  -0.983
H: 3.41273 0.31553 -1.19682  0.524
H: 4.31023 -0.75695 -1.84235  0.489
O: 3.41917 -0.62672 -1.50271  -1.016
H: 2.98992 -1.49781 -0.11218  0.510
H: 3.35983 -2.55900 0.94661  0.486
O: 2.67318 -1.92210 0.72038  -0.993
H: 1.46927 0.64010 1.81990  0.490
H: 1.94189 -0.87129 1.93120  0.496
O: 1.45931 -0.15222 2.37545  -0.991



Summary of calculated total energy in eV
-9742.7615 -233897.5416 -11997.6814 -32700.4227
(order as listed above)